Record 1
Here is a structure of composition C18H50Cl2InNO22P5S from the OMol25 dataset. Energies are from the ωB97M-V functional and the def2-TZVPD basis.

Results
Max |F|   10.03 eV/Å
Net charge   -1
Molar mass   1005.244 g mol⁻¹
HOMO-LUMO gap   3.11 eV

Positions of all 100 atoms, in Å:
C (0.550, 7.242, -0.363)
C (-1.069, 7.027, -0.704)
Cl (-1.732, 5.293, -1.018)
C (-2.002, 8.222, -0.736)
Cl (-1.294, 9.942, -0.408)
In (-4.255, 7.931, -1.143)
S (-5.442, 9.467, 0.509)
O (-4.907, 5.969, -0.595)
N (-5.138, 6.016, 0.744)
O (-4.736, 4.969, 1.279)
H (1.084, 6.197, -0.174)
H (1.109, 7.859, -1.193)
H (0.575, 7.849, 0.661)
H (-4.705, 8.321, -2.849)
H (-4.411, 10.211, 1.108)
C (-1.745, 1.233, 0.780)
O (-1.110, 0.892, -0.439)
P (0.360, 0.004, -0.228)
O (1.096, 1.329, 0.008)
O (0.374, -0.369, -1.839)
C (-0.299, 0.437, -2.793)
O (1.829, -0.883, -0.017)
C (2.951, -0.553, -0.821)
H (-2.705, 1.704, 0.553)
H (-1.923, 0.331, 1.370)
H (-1.128, 1.935, 1.347)
H (-0.168, 1.502, -2.587)
H (-1.360, 0.176, -2.807)
H (0.124, 0.230, -3.782)
H (3.175, 0.516, -0.793)
H (2.789, -0.876, -1.852)
H (3.819, -1.091, -0.430)
C (10.051, -1.301, -1.216)
O (9.599, -2.447, -0.518)
P (7.950, -2.853, -0.851)
O (7.512, -1.810, 0.185)
O (8.156, -4.322, -0.121)
C (9.168, -4.530, 0.852)
O (6.301, -3.258, -1.184)
C (5.462, -3.650, -0.109)
H (11.119, -1.174, -1.023)
H (9.899, -1.437, -2.290)
H (9.518, -0.411, -0.873)
H (9.252, -3.683, 1.537)
H (10.122, -4.717, 0.352)
H (8.905, -5.416, 1.442)
H (5.492, -2.936, 0.717)
H (5.738, -4.646, 0.247)
H (4.435, -3.696, -0.480)
C (-7.284, -2.861, 0.460)
O (-7.167, -1.752, -0.412)
P (-6.385, -0.387, 0.309)
O (-7.722, 0.009, 0.947)
O (-6.236, 0.322, -1.177)
C (-7.105, -0.011, -2.247)
O (-5.603, 0.977, 1.031)
C (-6.133, 2.273, 0.797)
H (-7.700, -3.703, -0.101)
H (-6.298, -3.141, 0.840)
H (-7.952, -2.624, 1.292)
H (-8.140, -0.116, -1.912)
H (-6.760, -0.932, -2.724)
H (-7.072, 0.797, -2.987)
H (-7.203, 2.323, 1.010)
H (-5.941, 2.583, -0.233)
H (-5.621, 2.973, 1.463)
C (-7.484, 6.774, 4.845)
O (-8.251, 5.728, 5.413)
P (-7.626, 4.151, 5.074)
O (-8.333, 4.191, 3.713)
O (-8.632, 3.499, 6.213)
C (-9.832, 4.149, 6.601)
O (-7.001, 2.573, 4.734)
C (-7.907, 1.538, 4.385)
H (-7.891, 7.729, 5.185)
H (-6.445, 6.694, 5.175)
H (-7.534, 6.734, 3.754)
H (-10.358, 4.576, 5.743)
H (-9.605, 4.925, 7.338)
H (-10.493, 3.409, 7.067)
H (-8.578, 1.836, 3.577)
H (-8.486, 1.228, 5.259)
H (-7.324, 0.679, 4.043)
C (6.276, -8.908, -4.194)
O (7.211, -7.918, -3.806)
P (8.844, -8.310, -4.219)
O (8.932, -9.167, -2.949)
O (9.309, -6.759, -3.886)
C (8.563, -5.935, -3.004)
O (10.478, -8.703, -4.632)
C (11.504, -8.448, -3.685)
H (5.269, -8.539, -3.982)
H (6.364, -9.102, -5.266)
H (6.443, -9.831, -3.632)
H (8.217, -6.488, -2.127)
H (7.717, -5.498, -3.541)
H (9.212, -5.123, -2.655)
H (11.274, -8.873, -2.706)
H (11.682, -7.374, -3.596)
H (12.424, -8.914, -4.050)

***

Record 2
Here is the molecule C6H7N from the OMol25 dataset. Energies are from the ωB97M-V functional and the def2-TZVPD basis.

Results
Max |F|   3.18 eV/Å
Net charge   0
Molar mass   93.129 g mol⁻¹
HOMO-LUMO gap   8.25 eV
Energy relative to the best compared isomer or geometry (same formula, charge and spin)   168.4 kcal per mole

Positions of all 14 atoms, in Å:
C (0.984, -0.009, 0.332)
C (-1.228, 1.093, 0.045)
C (2.154, 0.621, -0.269)
C (-1.246, 0.595, 1.394)
C (-0.397, -0.091, 0.350)
C (-0.937, -1.485, -0.019)
N (2.040, -0.659, 0.467)
H (-1.947, 1.135, -0.828)
H (-0.821, 2.161, 0.062)
H (2.226, 0.550, -1.351)
H (2.518, 1.514, 0.196)
H (-0.377, -2.224, 0.430)
H (-1.009, -1.508, -1.043)
H (-1.959, -1.692, 0.233)

***

Record 3
Here is a cluster of 2 separate species, C4H12O2 in total from the OMol25 dataset. Energies are from the ωB97M-V functional and the def2-TZVPD basis.

Results
Max |F|   4.68 eV/Å
SMILES string   CCO.CCO
Net charge   0
Molar mass   92.138 g mol⁻¹
HOMO-LUMO gap   10.19 eV
Energy relative to the best compared isomer or geometry (same formula, charge and spin)   55.4 kcal per mole

Positions of all 18 atoms, in Å:
C (0.255, -1.171, 1.758)
C (0.877, 0.099, 1.372)
O (2.305, 0.045, 1.752)
H (-0.671, -1.353, 1.348)
H (0.107, -1.410, 2.833)
H (0.904, -2.021, 1.514)
H (0.829, 0.156, 0.238)
H (0.668, 1.058, 1.795)
H (2.760, 0.701, 1.315)
C (-1.357, 1.093, -2.492)
C (-1.102, -0.285, -1.834)
O (-0.897, 0.149, -0.446)
H (-0.839, 0.971, -3.532)
H (-0.723, 1.796, -1.961)
H (-2.465, 1.221, -2.712)
H (-1.998, -0.880, -1.870)
H (-0.173, -0.779, -2.000)
H (-1.807, 0.426, -0.115)

***

Which of these has the highest HOMO-LUMO gap?
C4H12O2

***

Which of these has the lowest max |F|?
C6H7N

***

Repeat the third record exactly.
Here is a cluster of 2 separate species, C4H12O2 in total from the OMol25 dataset. Energies are from the ωB97M-V functional and the def2-TZVPD basis.

Results
Max |F|   4.68 eV/Å
SMILES string   CCO.CCO
Net charge   0
Molar mass   92.138 g mol⁻¹
HOMO-LUMO gap   10.19 eV
Energy relative to the best compared isomer or geometry (same formula, charge and spin)   55.4 kcal per mole

Positions of all 18 atoms, in Å:
C (0.255, -1.171, 1.758)
C (0.877, 0.099, 1.372)
O (2.305, 0.045, 1.752)
H (-0.671, -1.353, 1.348)
H (0.107, -1.410, 2.833)
H (0.904, -2.021, 1.514)
H (0.829, 0.156, 0.238)
H (0.668, 1.058, 1.795)
H (2.760, 0.701, 1.315)
C (-1.357, 1.093, -2.492)
C (-1.102, -0.285, -1.834)
O (-0.897, 0.149, -0.446)
H (-0.839, 0.971, -3.532)
H (-0.723, 1.796, -1.961)
H (-2.465, 1.221, -2.712)
H (-1.998, -0.880, -1.870)
H (-0.173, -0.779, -2.000)
H (-1.807, 0.426, -0.115)